The following is a quantum chemistry calculation of a single C8H12SSi molecule, from the Open Molecules 2025 dataset.

Each atom is followed by the atoms it is bonded to, with distances in Å.
CARTESIAN COORDINATES (ANGSTROEM)
1 C 1.1315 -1.2191 0.5610  C3 1.344, C5 1.425, H11 1.129
2 C 1.8118 0.3837 -1.1072  C4 1.393, C5 1.387, H12 1.118
3 C -0.1626 -0.8763 0.4400  C1 1.344, C6 1.425, H13 1.054
4 C 0.4901 0.7860 -1.2882  C2 1.393, C6 1.423, H14 1.061
5 C 2.1590 -0.6419 -0.2399  C1 1.425, C2 1.387, C7 1.519
6 C -0.5073 0.0972 -0.5426  C3 1.425, C4 1.423, Si9 1.925
7 C 3.6198 -1.0176 -0.0613  C5 1.519, H15 1.132, H16 1.086, H17 1.122
8 C -2.7308 1.7179 1.0168  Si9 1.896, H18 1.026, H19 1.168, H20 1.074
9 Si -2.3603 0.6156 -0.4804  C6 1.925, C8 1.896, S10 2.481, H21 1.602
10 S -3.6310 -1.4933 -0.1736  Si9 2.481, H22 1.360
11 H 1.2972 -2.0114 1.3474  C1 1.129
12 H 2.5027 0.8399 -1.8591  C2 1.118
13 H -0.8727 -1.3765 1.0371  C3 1.054
14 H 0.2896 1.4136 -2.1200  C4 1.061
15 H 4.3120 -0.4457 -0.7502  C7 1.132
16 H 3.9058 -0.7155 0.9424  C7 1.086
17 H 3.7250 -2.1313 0.0273  C7 1.122
18 H -2.1669 1.5044 1.8470  C8 1.026
19 H -2.2969 2.7403 0.6548  C8 1.168
20 H -3.7830 1.6898 1.2323  C8 1.074
21 H -3.2082 1.3360 -1.6334  Si9 1.602
22 H -3.5248 -1.1959 1.1498  S10 1.360

For the maximum force, the calculation gives 3.55 eV/Å. For the molar mass, the calculation gives 168.3 g mol⁻¹. The energy above the lowest of the compared OMol25 structures with the same formula, charge and spin is 10.1 kcal/mol. Its total energy is -999.69659 hartree. Its SMILES is Cc1ccc([Si@H](C)S)cc1. The LUMO energy is 0.6966 eV. The value obtained for the HOMO-LUMO gap is 9.53 eV.